# 1
Formula: C8H9O4
Source: OMol25
Level of theory: ωB97M-V/def2-TZVPD

Positions of all 21 atoms, in Å:
C -1.20 -1.34 0.66
C -2.30 -2.13 1.48
C -0.63 2.62 0.85
C 0.28 1.95 0.14
C 0.43 0.51 0.09
C -0.72 -2.34 -0.51
C -1.72 -3.46 -0.42
C 1.29 2.60 -0.80
O -2.81 -1.81 2.47
O 1.24 -0.21 -0.35
O -2.55 -3.19 0.73
O -0.73 -0.25 0.95
H -0.46 3.70 0.84
H -1.33 2.12 1.57
H -0.82 -1.79 -1.41
H 0.49 -2.58 -0.38
H -2.28 -3.41 -1.26
H -1.34 -4.48 -0.32
H 0.80 3.57 -1.04
H 2.26 2.68 -0.35
H 1.25 1.79 -1.62

The HOMO energy comes out at -14.91 eV. For the largest force on an atom, the calculation gives 4.0 eV/Å. For the LUMO energy, the calculation gives -5.87 eV. As for the gap between HOMO and LUMO: 9.04 eV. Its net charge is +1. Its energy above the lowest of the compared OMol25 structures with the same formula, charge and spin is 1.50 kJ/mol.



# 2
Formula: C8H9O5PY
Source: OMol25
Level of theory: ωB97M-V/def2-TZVPD

Positions of all 24 atoms, in Å:
O 5.13 -1.25 -2.07
C 4.03 -0.98 -1.69
Y 1.54 -0.37 -0.83
O 1.14 2.15 -3.04
C 1.31 1.26 -2.27
C 1.56 -1.93 0.71
O 1.52 -2.74 1.55
C 2.29 1.08 0.65
O 2.64 1.87 1.46
C 0.56 -1.73 -2.20
O 0.01 -2.47 -2.95
C -2.95 -0.29 0.51
P -1.19 -0.06 0.29
C -1.25 1.80 -0.20
C -0.71 -0.33 2.12
H -3.42 -0.08 -0.40
H -3.30 0.41 1.29
H -3.10 -1.28 0.83
H -2.04 2.23 0.35
H -0.33 2.26 -0.09
H -1.53 1.76 -1.28
H -1.46 0.09 2.71
H -0.72 -1.43 2.21
H 0.26 0.03 2.32

The HOMO energy comes out at -20.95 eV. For the largest force on an atom, the calculation gives 13.8 eV/Å. For the LUMO energy, the calculation gives -15.48 eV. As for the gap between HOMO and LUMO: 5.47 eV. Its net charge is +3. Its energy above the lowest of the compared OMol25 structures with the same formula, charge and spin is 459.20 kJ/mol.



# 3
Formula: C8H9O5PY
Source: OMol25
Level of theory: ωB97M-V/def2-TZVPD

Positions of all 24 atoms, in Å:
O -1.74 2.00 -4.76
C -1.35 1.63 -3.73
Y -0.57 0.90 -1.67
O 2.66 2.39 -1.85
C 1.61 1.94 -1.83
C -2.57 -0.31 -1.09
O -3.47 -0.94 -0.75
C 0.42 -1.15 -2.47
O 0.90 -2.15 -2.82
C -1.32 2.72 -0.29
O -1.69 3.62 0.32
C 0.20 -0.20 2.94
P 0.08 -0.14 1.09
C 1.92 -0.28 0.82
C -0.55 -1.88 0.95
H 0.74 0.68 3.33
H 0.76 -1.11 3.21
H -0.81 -0.24 3.39
H 2.35 -0.96 1.58
H 2.18 -0.63 -0.18
H 2.33 0.73 0.98
H -0.02 -2.52 1.68
H -1.62 -1.84 1.22
H -0.43 -2.29 -0.06

The HOMO energy comes out at -20.92 eV. For the largest force on an atom, the calculation gives 8.3 eV/Å. For the LUMO energy, the calculation gives -14.54 eV. As for the gap between HOMO and LUMO: 6.38 eV. Its net charge is +3. Its energy above the lowest of the compared OMol25 structures with the same formula, charge and spin is 83.27 kJ/mol.



> Which formula does entry 1 have?

C8H9O4



> Which of these has the lowest gap between HOMO and LUMO?

number 2



> Which of these has the highest HOMO energy?

C8H9O4



> What is the energy above the lowest of the compared OMol25 structures with the same formula, charge and spin in the second record?

459.20 kJ/mol